Entry from OMol25: a 2-piece molecular cluster, C4H5FN2 overall in a non-equilibrium geometry (wB97M-V/def2-TZVPD).

XYZ file:
```
12
Properties=species:S:1:pos:R:3
C 1.823 -0.815 -0.156
C -0.269 -1.368 0.048
C 1.029 0.267 -0.113
C -1.373 0.900 0.079
N 0.953 -1.849 -0.062
N -0.276 -0.022 0.025
F 1.332 2.378 0.005
H 2.877 -0.939 -0.253
H -1.148 -1.970 0.151
H -1.278 1.627 -0.728
H -2.306 0.349 -0.023
H -1.365 1.443 1.026
```

LUMO energy (spin up / spin down): 0.0209 / -0.1205 hartree
2S+1: 3
HOMO-LUMO gap (spin up / spin down): 8.94 / 6.55 eV
total charge: 0

Entry from OMol25: a 14-piece molecular cluster, C60H147N6O17P3 overall in a non-equilibrium geometry (wB97M-V/def2-TZVPD).

XYZ file:
```
233
Properties=species:S:1:pos:R:3
C 0.235 0.684 7.339
C 0.958 0.375 6.009
N 2.239 1.089 5.946
C 2.047 2.540 5.837
C 1.203 2.992 4.678
C 3.271 0.628 6.913
C 3.543 -0.892 6.923
H -0.575 -0.044 7.396
H -0.178 1.692 7.296
H 0.916 0.507 8.171
H 1.102 -0.704 5.959
H 0.319 0.511 5.137
H 1.667 2.902 6.792
H 3.018 3.012 5.686
H 1.443 2.557 3.708
H 0.168 2.773 4.942
H 1.335 4.073 4.626
H 3.007 0.976 7.912
H 4.252 1.073 6.751
H 2.833 -1.352 7.610
H 4.505 -1.035 7.416
H 3.569 -1.362 5.940
C -0.383 -4.583 7.739
C -1.663 -3.712 7.577
N -2.180 -3.806 6.166
C -1.277 -3.170 5.176
C -1.746 -3.374 3.737
C -3.572 -3.488 5.977
C -3.818 -1.940 6.206
H 0.448 -4.168 7.169
H -0.587 -5.609 7.433
H -0.065 -4.588 8.781
H -2.525 -3.979 8.188
H -1.453 -2.711 7.955
H -1.123 -2.129 5.461
H -0.310 -3.672 5.147
H -2.651 -2.872 3.396
H -0.978 -3.027 3.045
H -1.897 -4.427 3.501
H -4.164 -4.043 6.705
H -3.981 -3.797 5.015
H -4.808 -1.867 5.757
H -3.155 -1.275 5.651
H -3.731 -1.650 7.253
C -4.043 -2.497 0.174
C -4.684 -3.770 -0.409
N -5.205 -3.539 -1.760
C -5.320 -4.783 -2.622
C -3.985 -5.377 -3.017
C -6.409 -2.727 -1.869
C -6.596 -1.999 -3.179
H -3.587 -2.808 1.114
H -4.706 -1.653 0.365
H -3.273 -2.140 -0.509
H -3.907 -4.534 -0.402
H -5.462 -4.211 0.215
H -5.971 -5.549 -2.201
H -5.776 -4.467 -3.561
H -3.416 -5.814 -2.196
H -4.321 -6.152 -3.706
H -3.433 -4.602 -3.549
H -6.523 -2.079 -1.000
H -7.297 -3.344 -1.737
H -7.651 -1.726 -3.207
H -6.373 -2.566 -4.083
H -6.118 -1.019 -3.156
C 3.768 4.122 2.087
C 3.618 5.622 2.116
N 3.861 6.140 0.785
C 2.766 6.035 -0.181
C 3.259 6.077 -1.627
C 4.535 7.437 0.783
C 3.741 8.595 1.458
H 2.971 3.752 1.443
H 3.654 3.711 3.090
H 4.715 3.785 1.665
H 2.639 5.942 2.474
H 4.216 6.120 2.879
H 2.005 6.780 0.049
H 2.183 5.131 -0.002
H 2.453 5.994 -2.356
H 3.905 5.234 -1.873
H 3.729 7.038 -1.839
H 5.490 7.304 1.291
H 4.795 7.855 -0.190
H 3.544 8.402 2.513
H 4.325 9.513 1.521
H 2.741 8.782 1.067
C -5.550 2.112 -3.656
C -5.124 1.400 -4.950
N -5.008 2.236 -6.119
C -3.912 3.238 -5.932
C -2.538 2.539 -5.739
C -6.296 2.721 -6.645
C -7.115 1.819 -7.532
H -6.421 2.760 -3.750
H -4.699 2.717 -3.343
H -5.782 1.339 -2.924
H -4.227 0.780 -4.945
H -5.950 0.718 -5.149
H -3.864 3.764 -6.885
H -4.095 3.949 -5.126
H -1.734 3.275 -5.763
H -2.603 2.042 -4.771
H -2.323 1.883 -6.581
H -6.081 3.602 -7.250
H -7.001 3.070 -5.890
H -8.055 2.315 -7.776
H -7.369 0.875 -7.051
H -6.559 1.652 -8.455
C 2.880 -7.209 -3.229
C 2.447 -5.782 -2.818
N 3.538 -4.820 -2.958
C 3.117 -3.557 -2.360
C 3.140 -3.470 -0.777
C 4.149 -4.638 -4.284
C 3.169 -4.009 -5.325
H 3.040 -7.211 -4.308
H 2.046 -7.864 -2.976
H 3.853 -7.483 -2.821
H 1.533 -5.431 -3.298
H 2.204 -5.814 -1.756
H 3.807 -2.772 -2.672
H 2.163 -3.224 -2.767
H 4.039 -3.899 -0.336
H 2.908 -2.446 -0.485
H 2.386 -4.136 -0.355
H 4.416 -5.651 -4.585
H 5.032 -4.009 -4.176
H 2.890 -3.016 -4.972
H 2.271 -4.609 -5.474
H 3.675 -3.902 -6.284
C 6.063 3.769 -3.360
C 6.347 2.957 -2.114
O 7.496 2.831 -1.679
C 5.233 2.204 -1.434
H 6.972 3.865 -3.954
H 5.604 4.739 -3.175
H 5.301 3.277 -3.965
H 5.502 1.973 -0.403
H 4.905 1.265 -1.878
H 4.345 2.834 -1.371
C -2.884 -1.983 -4.204
C -1.374 -1.925 -4.536
O -0.890 -0.989 -5.176
C -0.606 -3.171 -4.266
H -3.325 -2.694 -4.902
H -3.348 -1.040 -4.491
H -3.098 -2.216 -3.161
H -0.649 -3.218 -3.178
H 0.425 -2.956 -4.546
H -0.926 -4.055 -4.819
C -0.752 -4.527 -0.243
C -0.438 -6.013 -0.137
O -0.393 -6.742 -1.118
C -0.049 -6.509 1.198
H -0.052 -4.085 -0.952
H -0.656 -3.926 0.661
H -1.803 -4.474 -0.530
H 0.749 -7.250 1.143
H -0.987 -6.988 1.481
H 0.267 -5.646 1.783
C -4.305 1.568 1.636
C -3.751 2.200 2.894
O -3.010 1.564 3.667
C -4.152 3.611 3.162
H -5.365 1.316 1.685
H -3.697 0.706 1.361
H -4.182 2.280 0.820
H -3.827 4.342 2.422
H -3.801 3.843 4.168
H -5.238 3.689 3.123
C 2.559 0.049 -3.020
C 2.219 1.397 -3.624
O 2.748 2.437 -3.252
C 1.227 1.322 -4.794
H 3.124 -0.511 -3.766
H 1.658 -0.548 -2.873
H 3.249 0.034 -2.176
H 1.639 0.723 -5.607
H 1.061 2.309 -5.227
H 0.225 1.010 -4.500
C -4.180 4.490 -0.862
O -3.001 4.165 -0.148
P -1.556 4.844 -0.597
O -1.586 6.288 -1.030
O -0.597 4.517 0.696
C -0.710 3.270 1.340
O -1.080 3.759 -1.740
C 0.149 4.005 -2.426
H -4.716 3.579 -1.128
H -4.053 5.026 -1.802
H -4.833 5.076 -0.216
H -1.237 2.496 0.781
H -1.194 3.465 2.297
H 0.293 2.915 1.576
H 0.974 3.495 -1.929
H 0.321 5.079 -2.491
H 0.144 3.670 -3.463
C 6.783 -3.034 2.382
O 6.187 -2.468 1.249
P 5.528 -0.971 1.256
O 4.765 -0.598 0.039
O 4.641 -0.949 2.667
C 4.260 0.280 3.289
O 6.759 0.013 1.592
C 7.672 0.368 0.612
H 7.775 -3.396 2.111
H 6.194 -3.865 2.772
H 6.967 -2.239 3.105
H 4.781 0.279 4.246
H 3.183 0.344 3.441
H 4.447 1.179 2.701
H 7.542 1.435 0.433
H 7.570 -0.019 -0.402
H 8.677 0.260 1.018
C -2.540 0.748 -1.723
O -2.108 0.219 -0.488
P -0.580 -0.417 -0.348
O -0.212 -1.370 -1.463
O 0.412 0.875 -0.097
C 1.778 0.668 0.303
O -0.637 -1.114 1.102
C -0.782 -0.277 2.196
H -3.301 0.076 -2.119
H -1.749 0.925 -2.452
H -3.060 1.672 -1.472
H 2.422 1.098 -0.464
H 1.969 -0.402 0.382
H 2.030 1.054 1.291
H 0.069 -0.364 2.872
H -1.634 -0.549 2.819
H -0.814 0.767 1.885
```

LUMO energy: 0.0149 hartree
HOMO-LUMO gap: 8.24 eV
total charge: 0

Entry from OMol25: C36H43F5N4OP2PdS as an isolated structure in a non-equilibrium geometry (wB97M-V/def2-TZVPD).

XYZ file:
```
93
Properties=species:S:1:pos:R:3
Pd -0.674 0.615 0.189
C 1.634 -4.009 4.431
C 1.170 -4.220 2.995
N 1.461 -3.058 2.118
C 2.609 -3.158 1.202
C 3.940 -2.835 1.867
C 0.681 -1.992 2.189
S 1.218 -0.556 1.288
N -0.340 -1.986 3.006
C -1.311 -1.063 2.950
O -1.429 -0.188 2.044
C -2.341 -1.094 4.007
C -2.350 -2.098 4.975
C -3.313 -2.086 5.971
C -4.271 -1.080 6.000
C -4.260 -0.073 5.041
C -3.301 -0.082 4.044
H 1.358 -4.877 5.032
H 1.160 -3.128 4.862
H 2.716 -3.889 4.488
H 0.102 -4.403 2.966
H 1.673 -5.073 2.545
H 2.437 -2.483 0.363
H 2.616 -4.170 0.802
H 3.970 -1.797 2.210
H 4.746 -2.985 1.147
H 4.129 -3.488 2.721
H -1.602 -2.878 4.941
H -3.314 -2.860 6.731
H -5.033 -1.084 6.770
H -4.999 0.720 5.078
H -3.280 0.696 3.293
C 2.567 2.219 0.596
P 1.121 2.086 -0.481
C 1.714 1.053 -1.862
N 2.968 1.200 -2.206
C 3.427 0.459 -3.242
C 4.773 0.596 -3.663
C 5.209 -0.132 -4.724
C 4.340 -1.030 -5.408
C 3.048 -1.193 -5.018
C 2.562 -0.443 -3.922
N 1.274 -0.584 -3.530
C 0.861 0.127 -2.519
P -0.912 -0.050 -2.050
C -1.717 0.698 -3.486
C -1.423 -1.843 -2.009
C -2.872 -1.865 -1.480
C -0.523 -2.604 -1.035
C -1.358 -2.440 -3.420
C 0.810 3.804 -1.151
C -0.398 3.769 -2.089
C 2.040 4.274 -1.937
C 0.560 4.725 0.053
H 3.311 2.814 0.072
H 2.982 1.237 0.802
H 2.290 2.695 1.536
H 5.423 1.286 -3.135
H 6.236 -0.029 -5.056
H 4.714 -1.592 -6.257
H 2.382 -1.879 -5.527
H -1.166 0.318 -4.347
H -1.659 1.781 -3.452
H -2.758 0.409 -3.539
H -2.961 -1.388 -0.502
H -3.190 -2.905 -1.374
H -3.569 -1.376 -2.162
H -0.668 -2.264 -0.012
H 0.536 -2.517 -1.294
H -0.794 -3.662 -1.071
H -2.110 -2.005 -4.080
H -1.575 -3.507 -3.330
H -0.380 -2.326 -3.878
H -0.161 3.213 -3.001
H -0.645 4.792 -2.387
H -1.280 3.335 -1.622
H 2.297 3.609 -2.761
H 2.922 4.406 -1.307
H 1.792 5.251 -2.363
H -0.167 4.322 0.758
H 0.175 5.683 -0.308
H 1.485 4.929 0.598
F -1.047 2.677 2.035
C -2.122 2.740 1.242
C -2.277 1.838 0.202
C -3.402 1.944 -0.587
F -3.664 1.079 -1.560
C -4.333 2.940 -0.369
F -5.406 3.025 -1.134
C -4.146 3.842 0.660
F -5.032 4.791 0.870
C -3.040 3.738 1.481
F -2.869 4.587 2.476
```

LUMO energy (spin up / spin down): -0.3157 / -0.3157 hartree
HOMO-LUMO gap (spin up / spin down): 4.92 / 4.92 eV
total charge: +2